1.
A molecular structure, C30H19BrCl4N5OS4Zr in a non-equilibrium geometry. Source: the Open Molecules 2025 dataset; level of theory: ωB97M-V/def2-TZVPD.

Last column: natural (NBO) charge in e.
Geometry (Å):
Zr (0.039, 1.359, -0.615)  1.550
Cl (2.412, 0.635, -1.450)  0.096
C (3.140, -0.415, -0.265)  0.036
C (4.273, -1.128, -0.612)  -0.258
C (4.864, -1.944, 0.339)  -0.193
C (4.321, -2.032, 1.614)  -0.199
C (3.169, -1.338, 1.934)  -0.039
Cl (2.455, -1.489, 3.488)  0.065
C (2.543, -0.495, 0.995)  -0.255
S (1.132, 0.417, 1.460)  -0.132
H (4.682, -1.037, -1.605)  0.238
H (5.747, -2.504, 0.085)  0.238
H (4.796, -2.640, 2.367)  0.245
Br (-3.167, -7.159, -4.092)  0.092
C (-3.248, -6.499, -2.316)  -0.058
C (-3.616, -5.176, -2.102)  -0.232
C (-3.590, -4.657, -0.826)  -0.224
C (-3.193, -5.462, 0.250)  0.088
C (-2.949, -6.824, 0.032)  -0.179
C (-2.960, -7.339, -1.246)  -0.239
N (-3.076, -5.041, 1.566)  -0.102
N (-2.927, -3.888, 1.942)  -0.127
C (-2.656, -2.720, 1.290)  0.076
C (-3.433, -1.606, 1.607)  -0.183
C (-3.175, -0.350, 1.083)  -0.215
C (-2.097, -0.145, 0.233)  0.262
O (-1.808, 1.015, -0.358)  -0.823
C (-1.247, -1.243, -0.067)  0.120
N (-0.186, -0.965, -0.890)  -0.547
C (0.592, -1.977, -1.242)  0.098
C (0.450, -3.268, -0.732)  -0.263
C (-0.577, -3.546, 0.143)  -0.089
C (-1.505, -2.542, 0.455)  -0.037
H (-3.924, -4.560, -2.933)  0.233
H (-3.904, -3.638, -0.658)  0.227
H (-2.735, -7.451, 0.883)  0.242
H (-2.768, -8.385, -1.421)  0.242
H (-4.285, -1.753, 2.252)  0.241
H (-3.806, 0.487, 1.336)  0.241
H (1.372, -1.774, -1.969)  0.210
H (1.153, -4.033, -1.020)  0.243
H (-0.666, -4.529, 0.582)  0.239
Cl (-1.517, 3.365, -1.947)  0.153
C (-1.981, 2.061, -3.040)  -0.379
Cl (-0.546, 1.027, -3.196)  0.126
H (-2.267, 2.461, -4.012)  0.261
H (-2.775, 1.484, -2.559)  0.258
S (4.652, 4.992, -1.063)  -0.003
C (3.190, 4.423, -0.655)  -0.138
S (2.422, 4.572, 0.957)  0.478
C (1.069, 3.639, 0.363)  -0.107
N (1.199, 3.229, -0.894)  -0.501
N (2.359, 3.717, -1.480)  -0.322
C (2.325, 4.007, -2.883)  0.202
C (2.344, 2.998, -3.835)  -0.243
C (2.361, 3.332, -5.179)  -0.202
C (2.335, 4.658, -5.572)  -0.191
C (2.259, 5.661, -4.619)  -0.180
C (2.258, 5.338, -3.276)  -0.222
S (-0.322, 3.238, 1.239)  -0.034
H (2.391, 1.962, -3.537)  0.207
H (2.408, 2.549, -5.920)  0.223
H (2.380, 4.911, -6.618)  0.228
H (2.200, 6.694, -4.919)  0.229
H (2.227, 6.114, -2.527)  0.232

Properties
frontier orbital gap	6.68	eV
energy	-205665.783	eV
total charge	+1
relative energy (zero: lowest compared OMol25 entry of this formula, charge and spin)	120.73	kJ/mol
highest occupied orbital energy	-0.3783	hartree
largest force on an atom	0.0410	hartree/bohr

2.
7 unconnected molecules or ions with the total composition C20H45F5O12S in a non-equilibrium geometry. Source: the Open Molecules 2025 dataset; level of theory: ωB97M-V/def2-TZVPD.

Last column: Mulliken charge in e.
Geometry (Å):
C (3.385, -3.435, -0.573)  -1.373
C (2.621, -2.238, 0.166)  0.130
O (2.789, -2.610, 1.593)  -0.366
C (2.661, -1.385, 2.340)  0.091
O (2.021, -1.154, 3.371)  -0.456
C (3.548, -0.391, 1.411)  -0.267
S (3.825, 1.351, 1.966)  1.246
O (4.803, 1.281, 3.131)  -0.648
O (2.517, 1.869, 2.520)  -0.610
C (4.611, 2.463, 0.696)  0.457
F (4.862, 3.706, 1.366)  -0.223
F (3.735, 2.814, -0.387)  -0.220
C (6.032, 1.972, 0.130)  0.610
F (7.084, 2.616, 0.827)  -0.212
F (6.246, 0.582, 0.182)  -0.203
F (6.091, 2.376, -1.240)  -0.229
C (3.125, -0.714, -0.100)  0.708
C (2.061, 0.222, -0.861)  -1.061
O (0.949, -0.487, -1.456)  -0.267
O (-0.179, -0.235, -0.698)  -0.514
H (3.313, -3.355, -1.712)  0.347
H (4.455, -3.593, -0.197)  0.314
H (2.815, -4.402, -0.288)  0.372
H (1.517, -2.476, -0.001)  0.108
H (4.595, -0.879, 1.500)  0.334
H (4.034, -0.803, -0.802)  0.477
H (1.711, 1.087, -0.190)  0.549
H (2.637, 0.727, -1.727)  0.345
H (0.081, -0.338, 0.252)  0.331
C (-4.262, -2.366, -0.546)  -0.966
C (-3.435, -1.718, 0.545)  -0.287
O (-2.048, -1.868, 0.262)  -0.388
H (-4.020, -3.429, -0.631)  0.331
H (-5.329, -2.263, -0.339)  0.259
H (-4.047, -1.910, -1.517)  0.318
H (-3.637, -2.189, 1.510)  0.241
H (-3.663, -0.650, 0.628)  0.237
H (-1.875, -1.441, -0.588)  0.319
C (-0.840, 2.664, -3.616)  -0.805
C (-1.991, 1.930, -2.954)  -0.200
O (-1.788, 0.526, -3.034)  -0.499
H (-0.748, 2.368, -4.664)  0.234
H (-0.988, 3.746, -3.566)  0.383
H (0.108, 2.415, -3.130)  0.102
H (-2.932, 2.164, -3.456)  0.341
H (-2.080, 2.213, -1.900)  0.215
H (-0.957, 0.325, -2.581)  0.314
C (2.024, 1.846, 6.346)  -0.755
C (2.390, 0.425, 6.728)  -0.211
O (1.349, -0.468, 6.354)  -0.499
H (1.093, 2.146, 6.834)  0.290
H (2.814, 2.544, 6.633)  0.314
H (1.858, 1.926, 5.267)  0.085
H (2.533, 0.344, 7.808)  0.297
H (3.315, 0.114, 6.232)  0.205
H (1.235, -0.397, 5.396)  0.316
C (2.160, 4.611, -6.502)  -0.980
C (2.550, 3.195, -6.126)  -0.109
O (1.529, 2.284, -6.513)  -0.504
H (1.220, 4.890, -6.019)  0.238
H (2.935, 5.322, -6.205)  0.323
H (2.002, 4.694, -7.581)  0.319
H (2.686, 3.111, -5.045)  0.141
H (3.485, 2.904, -6.615)  0.300
H (1.420, 2.357, -7.470)  0.287
C (-7.775, 0.126, -3.400)  -1.079
C (-7.579, -0.779, -2.200)  -0.173
O (-6.476, -0.331, -1.421)  -0.449
H (-6.874, 0.141, -4.020)  0.275
H (-8.616, -0.212, -4.010)  0.330
H (-7.961, 1.156, -3.082)  0.328
H (-7.371, -1.802, -2.522)  0.282
H (-8.473, -0.791, -1.569)  0.264
H (-6.670, 0.570, -1.132)  0.237
C (-2.164, -3.194, 4.928)  -0.790
C (-2.907, -4.515, 4.895)  -0.263
O (-4.008, -4.434, 3.998)  -0.513
H (-2.831, -2.386, 5.241)  0.268
H (-1.317, -3.239, 5.618)  0.326
H (-1.793, -2.934, 3.932)  0.155
H (-3.295, -4.761, 5.885)  0.296
H (-2.248, -5.326, 4.571)  0.254
H (-3.654, -4.225, 3.123)  0.276

Properties
frontier orbital gap	9.11	eV
energy	-70453.105	eV
total charge	0
highest occupied orbital energy	-0.3551	hartree
largest force on an atom	0.1656	hartree/bohr

3.
2 unconnected molecules or ions with the total composition C4H9N in a non-equilibrium geometry. Source: the Open Molecules 2025 dataset; level of theory: ωB97M-V/def2-TZVPD.

Last column: natural (NBO) charge in e.
Geometry (Å):
C (-2.217, -4.336, -0.963)  -0.005
N (-2.082, -3.470, -0.032)  -0.636
H (-3.159, -4.464, -1.502)  0.164
H (-1.443, -5.064, -1.182)  0.146
H (-1.131, -3.100, -0.093)  0.332
C (1.424, 1.230, 0.660)  -0.716
C (1.399, 2.704, 0.677)  0.139
C (0.523, 3.477, -0.071)  -0.085
H (2.310, 1.070, 0.012)  0.315
H (1.377, 0.786, 1.648)  0.299
H (0.650, 0.647, 0.144)  0.272
H (2.074, 3.183, 1.391)  0.257
H (-0.042, 4.294, 0.363)  0.271
H (0.316, 3.044, -1.053)  0.247

Properties
frontier orbital gap (alpha / beta)	5.46 / 2.95	eV
energy	-5771.730	eV
expectation value of S²	0.754
total charge	+1
relative energy (zero: lowest compared OMol25 entry of this formula, charge and spin)	454.17	kJ/mol
highest occupied orbital energy (alpha / beta)	-0.4266 / -0.4266	hartree
largest force on an atom	0.0525	hartree/bohr
spin multiplicity	2

Look up the total charge of the first one.
+1

Copy entry 3 word for word.
2 unconnected molecules or ions with the total composition C4H9N in a non-equilibrium geometry. Source: the Open Molecules 2025 dataset; level of theory: ωB97M-V/def2-TZVPD.

Last column: natural (NBO) charge in e.
Geometry (Å):
C (-2.217, -4.336, -0.963)  -0.005
N (-2.082, -3.470, -0.032)  -0.636
H (-3.159, -4.464, -1.502)  0.164
H (-1.443, -5.064, -1.182)  0.146
H (-1.131, -3.100, -0.093)  0.332
C (1.424, 1.230, 0.660)  -0.716
C (1.399, 2.704, 0.677)  0.139
C (0.523, 3.477, -0.071)  -0.085
H (2.310, 1.070, 0.012)  0.315
H (1.377, 0.786, 1.648)  0.299
H (0.650, 0.647, 0.144)  0.272
H (2.074, 3.183, 1.391)  0.257
H (-0.042, 4.294, 0.363)  0.271
H (0.316, 3.044, -1.053)  0.247

Properties
frontier orbital gap (alpha / beta)	5.46 / 2.95	eV
energy	-5771.730	eV
expectation value of S²	0.754
total charge	+1
relative energy (zero: lowest compared OMol25 entry of this formula, charge and spin)	454.17	kJ/mol
highest occupied orbital energy (alpha / beta)	-0.4266 / -0.4266	hartree
largest force on an atom	0.0525	hartree/bohr
spin multiplicity	2